# 1
The following is a DFT calculation (ωB97M-V/def2-TZVPD) of a cluster of 10 separate species, C32H82F24N6O5P4 in total.

Results
HOMO level   -13.42 eV
LUMO energy   -5.9111 eV
Total charge   +2
HOMO-LUMO gap   7.5 eV

Structure (XYZ):
```
153
Properties=species:S:1:pos:R:3:forces:R:3
C -2.80216 -1.23037 7.59942 0.66 0.02 0.63
C -2.84415 -0.90945 6.13896 0.05 -2.01 -0.05
O -2.40733 -1.63177 5.28193 -0.47 1.62 0.75
N -3.73370 0.25721 5.80021 0.87 -0.52 -0.82
H -4.38469 -0.10211 5.09505 -0.08 0.49 -0.76
H -4.28777 0.48572 6.62014 0.03 0.36 0.10
C -2.90538 1.44597 5.30856 -0.40 0.35 1.13
H -2.75583 -0.37517 8.27415 -0.23 0.19 -0.22
H -1.92780 -1.83086 7.84651 0.08 0.03 -0.35
H -3.65722 -1.85424 7.86861 -0.27 0.18 -0.18
H -2.31156 1.71081 6.18333 0.28 0.05 -0.20
H -3.57353 2.27682 5.09904 -0.11 -0.29 -0.25
H -2.26691 1.19709 4.46901 -0.42 -0.32 0.01
C 5.30169 0.93604 -1.27596 0.02 -1.57 -0.91
C 6.35690 0.14191 -2.08518 0.47 1.20 1.79
O 7.34906 -0.32662 -1.62677 -1.16 0.19 -1.39
N 6.02463 0.06170 -3.59786 0.43 0.14 0.32
H 6.29595 -0.84644 -3.97246 0.17 -0.27 0.11
H 5.01142 0.12062 -3.66058 -0.17 0.14 -0.36
C 6.73979 1.14149 -4.40502 0.17 -0.06 0.36
H 4.75221 1.70555 -1.81652 0.48 0.28 -0.04
H 5.70173 1.22319 -0.30806 0.13 0.21 -0.24
H 4.53798 0.17207 -1.09356 -0.13 -0.07 0.26
H 6.43985 2.13070 -4.06571 -0.27 -0.14 -0.02
H 6.53140 0.99417 -5.46188 -0.09 -0.01 0.10
H 7.80441 1.03500 -4.20474 -0.04 -0.17 -0.09
C 4.88865 0.97949 5.66231 0.11 -0.80 -1.00
N 5.15966 1.32120 4.18416 0.73 0.55 0.31
C 6.17946 0.35345 3.65922 -1.13 -0.44 0.15
C 3.85930 1.15441 3.36202 0.04 0.31 1.18
C 5.82524 2.70739 4.21328 -0.44 1.14 -1.31
C 5.98422 3.37069 2.81236 -0.06 -1.01 -0.36
O 4.74449 3.39844 2.11168 -0.02 -0.03 0.17
H 4.14879 1.62477 6.13026 -0.10 0.03 -0.37
H 5.82863 1.00046 6.21123 0.05 0.19 -0.16
H 4.54456 -0.05139 5.60189 -0.25 0.10 0.46
H 7.05378 0.34241 4.30492 0.06 0.08 -0.23
H 6.37291 0.57415 2.61205 0.30 0.17 0.17
H 5.66681 -0.60826 3.68964 0.34 -0.17 0.03
H 3.23521 1.97140 3.71519 -0.22 -0.04 -0.53
H 3.36733 0.22285 3.63794 0.38 -0.02 0.48
H 3.98882 1.10517 2.28505 0.52 0.56 0.21
H 6.82977 2.60649 4.62252 -0.06 -0.38 0.04
H 5.30508 3.38193 4.89202 -0.49 -0.31 -0.08
H 6.68320 2.74987 2.24258 0.18 -0.06 -0.01
H 6.41568 4.37174 2.79209 0.08 -0.01 0.88
H 4.88467 3.85975 1.28024 -0.07 0.21 0.06
C 1.14117 -3.73481 4.05511 0.20 -1.95 0.53
N 0.16587 -4.63755 4.82914 -0.80 -0.40 0.82
C -1.17824 -4.72618 4.15926 0.48 -0.34 -0.39
C 0.71338 -6.07805 4.85812 0.61 1.00 -0.50
C -0.08437 -4.21387 6.29384 0.23 1.70 -0.51
C 1.07065 -3.47107 6.96398 1.30 -1.56 0.99
O 2.15194 -4.41471 7.12560 0.07 -0.36 -0.57
H 2.09608 -3.97230 4.52380 0.10 0.61 0.11
H 0.89794 -2.67612 4.04907 -0.32 -0.16 0.28
H 1.20452 -4.17062 3.05791 -0.31 0.32 -0.07
H -0.98264 -5.04132 3.13504 -0.27 0.09 0.14
H -1.69086 -3.76744 4.17973 0.04 -0.06 0.08
H -1.71590 -5.52397 4.66774 -0.28 0.31 0.08
H -0.01382 -6.83374 5.14770 -0.30 0.54 0.40
H 1.55433 -6.02119 5.54555 0.08 -0.42 -0.19
H 0.98945 -6.33639 3.83590 0.30 0.16 0.02
H -0.46818 -5.06572 6.85110 0.48 -0.19 -0.06
H -0.89144 -3.47879 6.29582 -0.13 -0.06 -0.44
H 0.82664 -3.21014 7.99535 -0.83 0.39 -0.26
H 1.47729 -2.58651 6.47758 -0.65 0.02 -0.37
H 2.79457 -4.09343 7.76312 -0.06 0.12 0.03
C -0.40369 -1.13844 -1.59594 1.14 -1.24 0.32
N -0.49355 -0.29023 -0.36505 0.10 0.72 -0.23
C 0.59464 0.75157 -0.51112 -0.52 1.01 0.88
C -1.85418 0.35789 -0.42080 0.53 1.07 -0.41
C -0.38287 -1.09593 0.95324 0.26 0.60 -0.70
C -0.48803 -0.22702 2.21846 -0.35 -0.49 -0.75
O 0.67268 0.60907 2.33524 -0.29 -0.42 0.16
H -0.64066 -0.60934 -2.51617 -0.43 0.34 0.39
H -0.98512 -2.05514 -1.51095 -0.20 0.19 0.06
H 0.64904 -1.42010 -1.65823 -0.06 -0.34 -0.02
H 1.62087 0.39953 -0.41767 -0.32 -0.75 0.33
H 0.41286 1.48160 0.27595 0.23 -0.03 0.00
H 0.58559 1.31162 -1.44692 -0.74 -0.46 -0.28
H -2.66445 -0.36162 -0.32475 0.20 -0.16 -0.39
H -1.77545 0.86434 -1.38202 -0.93 -0.10 -0.09
H -2.00848 1.13516 0.32652 0.34 -0.22 0.24
H 0.58928 -1.58460 0.89957 -0.17 -0.32 0.04
H -1.21180 -1.79096 0.82747 0.18 -0.27 0.47
H -0.62088 -0.86154 3.09538 0.36 -0.36 -0.16
H -1.44507 0.29933 2.21443 0.24 0.60 -0.16
H 0.98541 0.50256 3.24010 -0.13 0.29 0.09
C -0.68431 5.72295 -9.41213 0.61 -0.13 0.21
C -1.68085 5.75186 -8.24930 -0.43 0.28 -1.01
C -1.67697 4.46234 -7.44099 0.80 -0.84 0.48
C -2.23843 3.25177 -8.23246 -0.70 -0.02 0.97
N -2.53299 1.95998 -7.42127 1.03 -0.73 0.37
C -1.23142 1.31729 -6.96453 0.80 0.60 1.10
C -1.40804 0.93195 -5.48888 -0.46 -1.51 -0.83
C -2.26370 2.05492 -4.95144 1.63 -0.51 -0.06
C -3.24354 2.19273 -6.10252 -1.06 0.65 1.11
C -3.31549 0.91308 -8.22106 -0.88 0.87 0.31
C -4.74689 1.39848 -8.52153 -0.28 -0.52 -0.63
C -5.66797 0.18895 -8.83886 0.64 0.85 -0.54
H -0.76584 4.83376 -10.03868 -0.22 0.02 -0.04
H 0.33516 5.71085 -9.01893 0.06 -0.02 0.04
H -0.73478 6.59010 -10.06910 -0.27 0.03 0.10
H -2.66548 5.94755 -8.68092 -0.20 -0.17 0.17
H -1.48105 6.63422 -7.64176 0.12 -0.23 0.29
H -2.06395 4.57725 -6.42767 -0.67 0.07 -0.27
H -0.62866 4.22323 -7.23455 0.18 0.07 -0.06
H -1.48861 3.01021 -8.98250 -0.40 -0.38 -0.22
H -3.21209 3.49259 -8.65472 0.19 0.14 -0.31
H -0.85510 0.49078 -7.56328 -0.44 0.22 -0.45
H -0.51750 2.14213 -6.94616 0.22 -0.18 -0.40
H -1.95554 -0.01114 -5.40400 -0.01 -0.11 -0.06
H -0.43383 0.75802 -5.03073 0.01 0.30 0.11
H -2.69886 1.76079 -3.99806 -0.47 0.25 -0.20
H -1.49951 2.81996 -4.78958 -0.80 0.92 -0.06
H -3.96902 1.39348 -5.94533 0.06 -0.14 -0.26
H -3.82278 3.11457 -6.06900 0.21 0.11 -0.47
H -3.34250 -0.01925 -7.65485 0.11 0.23 0.46
H -2.76391 0.68114 -9.13197 0.01 0.35 -0.10
H -4.69843 2.07393 -9.37804 -0.06 -0.23 -0.26
H -5.28032 2.00084 -7.78516 0.63 -0.14 0.60
H -6.52259 0.59674 -9.37692 -0.19 -0.32 0.11
H -5.98703 -0.35563 -7.95247 0.09 0.05 0.02
H -5.13024 -0.47234 -9.51944 -0.20 -0.23 0.02
P 0.10572 -5.02030 0.10703 1.32 -1.45 -2.02
F -1.03429 -4.25506 -0.71575 -0.64 -0.33 0.39
F -0.82249 -6.26721 0.53390 0.01 0.77 0.01
F 0.57812 -5.83954 -1.22988 -0.39 0.22 0.78
F 1.36322 -5.64111 0.95362 -0.20 0.09 0.04
F 1.11625 -3.81866 -0.41387 0.14 0.54 0.98
F -0.31656 -4.22760 1.46512 -0.01 0.70 -0.25
P 0.93721 0.66614 6.16549 0.63 1.12 2.36
F 0.02787 1.69257 7.01956 -0.84 -0.32 -0.96
F 1.48260 1.88942 5.23454 -0.11 -0.15 -0.03
F 2.08413 1.00834 7.28505 0.36 -0.72 -0.75
F 1.99641 -0.31200 5.38465 -0.49 -0.39 0.06
F 0.39204 -0.57740 7.10213 0.33 0.49 -1.01
F -0.21033 0.37177 5.06531 0.26 -0.19 0.38
P -4.88360 0.49627 2.20858 -0.70 -1.46 -0.50
F -4.55276 -0.24662 0.81921 0.27 0.12 0.04
F -5.98358 1.32414 1.46396 0.02 1.44 0.19
F -6.03647 -0.57257 2.61277 0.79 -0.73 -0.31
F -5.17860 1.10569 3.68839 0.01 1.09 0.56
F -3.69146 -0.39322 2.86861 0.21 -1.06 0.97
F -3.70879 1.61572 2.02804 -0.41 0.57 -0.67
P -4.56904 -1.67537 -3.77816 -1.50 -1.49 -0.29
F -5.88615 -1.96488 -4.71763 0.58 0.60 0.51
F -4.69571 -0.07968 -4.02576 0.06 0.43 0.02
F -5.51515 -1.57891 -2.45518 0.49 -0.12 -0.88
F -3.28216 -1.42590 -2.80031 0.49 0.31 -0.57
F -4.34508 -3.26179 -3.65278 -0.08 0.27 0.51
F -3.64808 -1.74160 -5.15823 0.47 0.54 0.43
```
Forces are in eV/Å.

---

# 2
The following is a DFT calculation (ωB97M-V/def2-TZVPD) of a structure of composition C32H82N4O22.

Results
HOMO level   -8.47 eV
LUMO energy   -0.2225 eV
Energy relative to the best compared isomer or geometry (same formula, charge and spin)   2416.2 kJ/mol
Total charge   0
HOMO-LUMO gap   8.2 eV

Structure (XYZ):
```
140
Properties=species:S:1:pos:R:3:forces:R:3
C 3.26824 2.51960 -0.56479 1.11 1.16 0.12
N 3.86765 2.37829 -1.89346 2.83 2.15 1.29
O 4.62103 1.45890 -2.06695 0.76 -1.64 -0.19
O 3.69699 3.24514 -2.70612 1.53 2.15 -0.32
H 3.40857 1.56955 -0.04924 0.70 1.59 -0.80
H 2.23462 2.78519 -0.78659 0.63 0.42 0.92
H 3.74811 3.34845 -0.04438 0.36 0.03 -0.23
C 3.16786 -3.16717 -0.23231 -0.40 -1.58 0.07
N 2.68695 -1.80807 -0.14815 2.06 -2.45 -0.32
O 3.48319 -1.00811 -0.51990 -0.03 1.39 -0.41
O 1.64584 -1.63226 0.43939 1.72 -1.55 -1.16
H 2.34344 -3.83440 0.01914 0.38 0.40 0.25
H 3.96347 -3.29181 0.50224 0.18 0.20 -0.30
H 3.44276 -3.34644 -1.27173 0.51 0.20 0.51
C 0.00305 -3.05024 2.31023 0.34 -0.01 0.01
N -0.45547 -1.97993 3.23738 2.91 -1.94 3.06
O -0.82404 -2.43962 4.33570 -0.53 1.37 -1.04
O -0.40892 -0.77429 2.97482 3.90 -3.87 5.67
H -0.51902 -2.87333 1.36989 0.22 -0.51 0.67
H -0.16854 -4.02813 2.76011 -0.61 0.54 0.04
H 1.06481 -3.07913 2.06545 0.07 0.98 0.49
C 0.35567 -0.01989 0.91466 5.91 -0.09 0.91
N 1.58099 0.67770 0.45328 -2.36 1.05 -1.13
O 1.64590 0.97242 -0.77495 0.08 -3.65 11.28
O 2.39045 1.05739 1.23328 -1.28 1.69 0.77
H -0.36318 0.76561 1.14781 5.75 0.21 0.11
H 0.67763 -0.55305 1.80918 0.23 1.04 -1.46
H 0.13213 -0.67099 0.06955 0.35 0.29 1.83
C 3.61581 -0.62832 1.81442 1.91 -0.32 0.76
O 3.94622 -0.21947 3.11948 0.33 -0.94 0.58
C 5.34295 -0.31965 3.41310 -0.74 0.68 0.78
C 5.63100 0.19168 4.83181 0.46 0.23 0.15
O 5.08574 -0.57280 5.90139 0.34 0.33 0.50
C 5.39566 -0.00377 7.20413 0.05 0.26 -1.26
H 2.55192 -0.81894 1.67335 1.37 -0.08 1.75
H 4.16745 -1.48171 1.42007 0.59 -0.36 1.19
H 3.86079 0.16750 1.11103 1.11 -0.68 0.51
H 5.87435 0.31244 2.70165 0.30 0.29 0.02
H 5.79262 -1.30757 3.31361 -0.54 -0.49 -0.10
H 5.38944 1.24885 4.94198 -0.70 0.19 -0.12
H 6.71525 0.21723 4.94069 0.46 -0.31 -0.10
H 6.44235 0.26152 7.35296 0.58 -0.75 -0.31
H 5.07916 -0.70452 7.97671 -0.17 0.23 -0.22
H 4.97778 0.99930 7.28979 -0.91 -0.11 0.17
C -7.66286 -0.72378 0.06348 -0.60 -0.91 -0.34
O -6.62983 -1.29776 0.83589 1.05 0.30 -0.14
C -5.49156 -0.41545 0.80888 -0.20 0.64 0.18
C -4.23772 -0.94124 1.48992 -0.44 -0.03 0.73
O -3.20311 0.04601 1.40769 -0.66 -1.16 -0.81
C -1.85580 -0.41788 1.58792 -5.40 -0.04 0.53
H -8.50618 -1.40590 -0.04430 0.02 -0.39 0.76
H -7.38518 -0.66055 -0.98865 0.48 0.88 -0.05
H -8.06343 0.18159 0.51950 0.29 0.35 -0.27
H -5.77368 0.51722 1.29740 -0.09 0.26 0.16
H -5.19773 -0.12191 -0.19889 -0.49 -0.38 -0.27
H -4.01915 -1.92871 1.08344 0.16 0.78 -0.31
H -4.43556 -1.10213 2.54967 -0.17 -0.22 0.29
H -1.17374 0.40086 1.35868 -5.23 -2.48 2.70
H -1.59964 -1.25082 0.93319 -0.45 -0.12 0.41
H -1.61731 -0.67821 2.61916 -4.48 1.03 -1.13
C -1.74486 4.58530 0.78349 -0.34 -1.69 0.18
O -2.22766 3.20437 0.79706 1.47 1.55 2.02
C -2.37917 2.78498 2.17984 -0.34 0.13 -0.67
C -1.12701 2.75278 3.07980 -1.52 0.83 -0.22
O -0.01859 2.22786 2.42683 -1.08 0.72 0.01
C 1.03032 1.98801 3.30099 2.10 -0.61 -0.19
H -2.59058 5.19526 1.10096 0.08 0.50 -0.49
H -1.34146 4.72488 -0.21944 -0.33 0.47 0.11
H -0.95578 4.70600 1.52571 0.20 0.06 -0.16
H -2.88006 1.81843 2.12522 0.31 0.12 0.05
H -3.09839 3.46964 2.62935 -0.08 0.17 0.40
H -1.42861 2.23109 3.98808 0.11 -0.76 0.04
H -0.93140 3.74727 3.48084 0.40 0.43 -0.26
H 1.23982 2.73546 4.06619 -0.67 0.16 0.16
H 1.90167 1.95812 2.64681 -0.16 0.40 1.00
H 0.97244 0.97212 3.69179 -0.15 0.14 0.60
C 1.70069 2.01524 -2.68407 -2.73 4.57 -3.47
O 0.60495 1.78856 -3.59357 0.99 1.74 -0.89
C 0.77749 2.44713 -4.86449 -0.92 -0.41 0.14
C 0.55198 3.96336 -4.77634 -0.06 0.53 -0.60
O 0.75253 4.64807 -6.04296 -0.03 -2.02 0.27
C 0.45595 6.00932 -6.09239 0.45 -0.08 0.03
H 1.38479 1.49824 -1.77797 -0.92 3.81 -3.51
H 1.87732 3.07312 -2.48965 -1.32 0.14 -0.35
H 2.67198 1.63031 -2.99478 -1.86 1.50 -1.24
H -0.01463 1.96518 -5.43751 0.05 0.32 -0.47
H 1.73106 2.20435 -5.33340 0.29 0.03 0.12
H 1.23569 4.36974 -4.03103 0.03 0.22 0.10
H -0.47880 4.11519 -4.45612 -0.12 0.14 0.21
H 1.14731 6.51812 -5.42064 -0.27 0.54 0.22
H -0.59287 6.23571 -5.90049 -0.13 0.02 0.40
H 0.66187 6.34273 -7.10952 0.09 -0.05 -0.01
C 1.94885 0.02001 -2.60203 1.93 -4.49 -1.24
O 2.31623 -1.34285 -2.51763 -0.67 -0.70 -0.06
C 1.43950 -2.12370 -3.25714 1.24 -0.40 -0.71
C 1.89774 -3.56600 -3.13208 -1.51 -0.27 -0.52
O 1.42330 -4.08701 -1.89209 2.68 -1.61 -1.33
C 1.87357 -5.37685 -1.57334 0.71 0.26 -0.89
H 2.62648 0.52321 -1.91232 0.65 -2.51 -1.35
H 0.94832 0.20512 -2.21116 -0.13 -1.85 -1.66
H 2.12367 0.42010 -3.60077 -0.31 -1.96 -0.46
H 1.58121 -1.81244 -4.29210 -0.51 -0.20 -0.48
H 0.41035 -1.97808 -2.92887 0.36 0.03 -0.76
H 2.96674 -3.69147 -3.30414 0.21 0.16 0.32
H 1.37562 -4.12641 -3.90760 0.12 -0.24 -0.35
H 1.20968 -5.79923 -0.81905 0.14 -0.07 -0.05
H 2.89697 -5.23337 -1.22670 0.13 -0.87 0.36
H 1.94051 -5.97527 -2.48191 -0.30 -0.41 0.09
C -2.60256 -5.15481 3.05446 -0.35 1.06 -0.25
O -2.23511 -4.86992 1.70530 0.01 -0.38 -1.11
C -2.97792 -3.80908 1.06769 -0.51 -0.87 0.59
C -2.50133 -3.36258 -0.33452 1.18 -0.54 2.07
O -1.12155 -3.03738 -0.03941 -1.38 -0.20 -2.87
C -0.29658 -2.74627 -1.17938 -2.39 0.78 0.30
H -3.62570 -5.50933 3.17938 -0.15 -0.35 -0.39
H -2.56984 -4.23012 3.63064 0.23 0.14 0.24
H -1.90965 -5.86892 3.49945 0.05 0.02 -0.37
H -2.95987 -2.97483 1.76897 0.23 -0.05 -0.10
H -4.01674 -4.12018 0.95740 -0.37 -0.04 0.17
H -3.06750 -2.50037 -0.68686 0.05 0.41 0.26
H -2.68860 -4.11357 -1.10200 0.71 -0.43 0.05
H 0.57759 -2.22719 -0.78636 -0.81 -0.71 -0.70
H -0.79675 -2.08419 -1.88619 -0.77 0.39 0.42
H -0.00109 -3.64000 -1.72897 -1.65 0.77 0.78
C -1.00617 0.80669 -0.45676 -2.31 1.82 -3.75
O -1.88506 1.28888 -1.43921 -0.06 0.15 0.80
C -3.21211 1.43060 -0.95148 -1.33 -0.31 -2.78
C -3.93911 2.07408 -2.13259 -0.29 0.84 -0.74
O -3.97523 1.32417 -3.32306 0.57 -1.82 -0.47
C -4.21020 2.04452 -4.50909 0.06 0.15 0.73
H -1.13068 1.35945 0.47440 -1.21 1.77 -2.17
H 0.03482 0.88079 -0.77134 -2.24 0.80 -1.11
H -1.14062 -0.23377 -0.16102 -1.90 1.14 -2.17
H -3.36627 2.07268 -0.08426 0.28 -0.42 -0.41
H -3.70456 0.47202 -0.78807 0.62 -0.11 -0.03
H -3.41382 2.99414 -2.38884 0.02 0.50 0.35
H -5.00107 2.27127 -1.98608 -0.13 0.50 1.02
H -4.50909 1.35291 -5.29678 0.09 -0.04 0.13
H -3.31542 2.59083 -4.80742 0.19 0.08 -0.15
H -5.00473 2.77377 -4.35089 -0.29 0.17 -0.11
```
Forces are in eV/Å.